1.
Molecular formula: C6H6N
Method: DFT, ωB97M-V with the def2-TZVPD basis set

Bonds (Å) are listed after each position.
Geometry (Å):
1 C 2.49 -0.05 0.03  C2 1.264, C4 1.318
2 C 1.39 0.57 0.04  C1 1.264, C5 1.348
3 C -3.65 -0.17 0.01  N7 1.229, H8 1.097, H9 1.102
4 C 3.69 -0.58 -0.03  C1 1.318, H10 1.141, H11 1.139
5 C 0.17 1.16 0.05  C2 1.348, C6 1.752, H12 1.040
6 C -1.16 0.02 0.03  C5 1.752, N7 1.279, H13 1.030
7 N -2.43 -0.08 0.08  C3 1.229, C6 1.279
8 H -4.39 -0.20 0.82  C3 1.097
9 H -4.17 -0.26 -0.96  C3 1.102
10 H 4.68 -0.08 0.25  C4 1.141
11 H 4.02 -1.68 -0.02  C4 1.139
12 H -0.14 2.13 -0.15  C5 1.040
13 H -0.50 -0.76 -0.14  C6 1.030

Output
Lowest unoccupied orbital energy (spin up / spin down): -4.90 / -7.15 eV
E_HOMO (spin up / spin down): -10.917 / -14.160 eV
Multiplicity: 3
Total charge: +1
HOMO-LUMO gap (spin up / spin down): 6.02 / 7.01 eV

Löwdin population analysis, charges in e, atoms 1 to 6: atom 1 (C): -0.04, atom 2 (C): -0.03, atom 3 (C): 0.13, atom 4 (C): 0.06, atom 5 (C): 0.08, atom 6 (C): 0.09

2.
Molecular formula: C4H10S
Method: DFT, ωB97M-V with the def2-TZVPD basis set

Bonds (Å) are listed after each position.
Geometry (Å):
1 C -0.93 -0.04 1.41  C2 1.553, H6 1.128, H7 1.136, H8 1.082
2 C 0.21 -0.73 0.61  C1 1.553, C3 1.560, H9 1.211, H10 1.129
3 C 1.20 0.13 -0.23  C2 1.560, C4 1.580, H11 1.118, H12 1.139
4 C 0.71 0.66 -1.63  C3 1.580, H13 1.056, H14 1.062, H15 1.099
5 S -3.40 -0.18 -0.40  no bonds
6 H -0.69 0.81 2.11  C1 1.128
7 H -1.84 0.21 0.78  C1 1.136
8 H -1.45 -0.70 2.10  C1 1.082
9 H -0.32 -1.60 -0.05  C2 1.211
10 H 0.95 -1.37 1.17  C2 1.129
11 H 2.16 -0.42 -0.39  C3 1.118
12 H 1.58 0.97 0.44  C3 1.139
13 H 0.71 -0.08 -2.38  C4 1.056
14 H 1.44 1.35 -2.00  C4 1.062
15 H -0.33 0.98 -1.54  C4 1.099

Output
Lowest unoccupied orbital energy (spin up / spin down): -10.37 / -8.52 eV
E_HOMO (spin up / spin down): -15.161 / -15.564 eV
Multiplicity: 2
Total charge: +1
HOMO-LUMO gap (spin up / spin down): 4.79 / 7.05 eV

Löwdin population analysis, charges in e, atoms 1 to 6: atom 1 (C): -0.06, atom 2 (C): -0.20, atom 3 (C): -0.22, atom 4 (C): -0.05, atom 5 (S): 0.62, atom 6 (H): 0.13

Record-wise ΔE to the lowest compared entry with this formula, charge and spin values, in kJ/mol: 187.7 424.4